Here is 3 unconnected molecules or ions with the total composition C20H45FN6O7P2S at a distorted geometry from the Open Molecules 2025 dataset. Energies are from wB97M-V/def2-TZVPD.

Cartesian coordinates (Å):
C 1.06484 -0.15861 0.89748
S 1.17774 1.12456 -0.40547
O 0.34045 0.70799 -1.51189
O 2.55818 1.25206 -0.78889
C 0.55176 2.63495 0.39490
C -0.73690 2.94128 0.57781
C -1.95848 2.14999 0.13720
C -2.54302 1.20510 1.23309
C -3.64079 0.32157 0.55907
F -3.93832 -0.71205 1.45731
C -0.76180 4.29982 1.34253
O -1.62857 5.04173 1.49641
O 0.52960 4.41895 1.86264
C 1.40120 3.77020 1.01384
O 2.51776 3.98185 0.80026
H 0.61223 -1.08280 0.50535
H 0.43981 0.22533 1.73159
H 2.08614 -0.27823 1.29683
H -2.74376 2.89132 -0.12577
H -1.72695 1.58259 -0.78269
H -3.06447 1.84513 1.97093
H -1.81448 0.50972 1.68362
H -4.57534 0.88827 0.37609
H -3.30855 -0.09883 -0.40948
C 3.80876 -0.13383 7.63356
N 3.02771 -1.34532 7.51498
C 3.69569 -2.42436 8.23894
P 2.16711 -1.89077 6.13062
O 1.01719 -2.52656 6.90340
N 1.16967 -0.63564 5.44212
C 0.75531 0.49315 6.26680
C -0.00190 -1.17065 4.74775
N 3.51200 -1.40344 5.04944
C 3.52006 -0.19254 4.24556
C 3.91544 -2.53859 4.19491
H 4.78041 -0.20118 7.12499
H 4.00438 0.07959 8.68799
H 3.28628 0.74312 7.25738
H 4.62497 -2.72722 7.73521
H 3.05102 -3.30253 8.31099
H 3.93250 -2.12460 9.26182
H 0.38925 0.18013 7.25158
H -0.04071 1.05984 5.77712
H 1.56821 1.20877 6.39585
H -0.80185 -1.44184 5.44416
H 0.26537 -2.06148 4.17264
H -0.39681 -0.43369 4.04163
H 2.76500 -0.20176 3.45441
H 4.50057 -0.08492 3.77060
H 3.38525 0.69983 4.85365
H 3.15922 -2.75414 3.43073
H 4.04683 -3.43910 4.80351
H 4.86940 -2.34356 3.70140
C -0.63463 0.60409 -4.72393
N -1.41994 -0.60310 -4.86800
C -0.75661 -1.69547 -4.16027
P -2.27743 -1.12179 -6.26431
O -3.43276 -1.76835 -5.50571
N -3.26799 0.14823 -6.93370
C -3.68061 1.26183 -6.08991
C -4.43905 -0.36991 -7.64226
N -0.92874 -0.62047 -7.33377
C -0.91568 0.60393 -8.11823
C -0.52596 -1.74207 -8.20582
H 0.33872 0.54221 -5.23002
H -0.44003 0.80036 -3.66669
H -1.15088 1.49147 -5.08581
H 0.17395 -1.99150 -4.66604
H -1.40351 -2.57387 -4.10560
H -0.52232 -1.41266 -3.13187
H -4.05110 0.93135 -5.11177
H -4.47287 1.84027 -6.57139
H -2.86550 1.97194 -5.94476
H -5.24241 -0.65252 -6.95363
H -4.17385 -1.25039 -8.23319
H -4.82600 0.38224 -8.33429
H -1.66802 0.61005 -8.91163
H 0.06689 0.71623 -8.58830
H -1.04961 1.48616 -7.49535
H -1.28030 -1.94296 -8.97518
H -0.39827 -2.65288 -7.61151
H 0.42992 -1.54109 -8.69350

Forces on atoms 1 to 3 (eV/Å):
C -0.2 0.9 0.7
S 0.8 -1.4 -1.2
O -0.8 0.6 1.0

Output
- Orbital gap: 0.2498 Eh
- Lowest unoccupied orbital energy: -1.336 eV
- Maximum force: 7.434 eV Å⁻¹
- Total energy: -76866.5677 eV
- Net charge: 0
- Structure (SMILES): CS(=O)(=O)C1=C(CCCF)C(=O)OC1=O.CN(C)P(=O)(N(C)C)N(C)C.CN(C)P(=O)(N(C)C)N(C)C
- E_HOMO: -0.299 Eh

***

Here is a molecular structure, C20H45N2P3SSeV at a distorted geometry from the Open Molecules 2025 dataset. Energies are from wB97M-V/def2-TZVPD.

Cartesian coordinates (Å):
V -0.04784 0.12331 0.38366
P 0.28038 2.03689 1.61416
P -2.41311 0.49443 0.24133
P 2.28627 -0.17844 0.15496
H -1.53909 -3.50484 -6.86022
C -0.79217 -4.24048 -6.54345
C -0.75262 -4.61362 -5.22763
H -1.53239 -4.37345 -4.46472
C 0.64517 3.51671 0.59965
C -1.09707 2.53122 2.70619
C 1.62536 1.99791 2.85026
C -3.05512 -0.63929 -1.04075
C -3.50733 0.13545 1.64009
C -3.01694 2.11461 -0.36360
C 2.49316 -1.44589 -1.14746
C 3.36201 -0.83697 1.46318
C 3.26396 1.22466 -0.48344
H -0.13339 -4.59614 -7.36029
H 0.05689 -5.22395 -4.82689
H 0.80159 4.36193 1.27831
H -0.19407 3.72687 -0.07699
H 1.54559 3.35054 -0.00687
H -0.76358 3.39139 3.30355
H -1.39036 1.72479 3.39313
H -1.98515 2.82817 2.13748
H 1.52149 2.89596 3.47759
H 2.61798 2.02607 2.38392
H 1.56420 1.10210 3.48917
H -4.13777 -0.46011 -1.13639
H -2.88341 -1.68429 -0.74167
H -2.55944 -0.46172 -2.00623
H -4.55168 0.22125 1.29913
H -3.35564 0.84132 2.46848
H -3.32902 -0.88653 2.00520
H -4.10958 2.05207 -0.46454
H -2.56359 2.32578 -1.34205
H -2.76247 2.92612 0.32734
H 3.57351 -1.59659 -1.28835
H 2.02591 -1.13675 -2.09333
H 2.03285 -2.39049 -0.82120
H 4.33081 -1.09741 1.01870
H 2.92071 -1.74021 1.89844
H 3.52854 -0.09273 2.24884
H 4.26547 0.85215 -0.74509
H 3.35992 2.01347 0.27453
H 2.77134 1.63451 -1.37724
C 0.18742 0.57366 -3.69253
C -0.11948 -0.77425 -3.89215
C 0.04606 -1.31769 -5.16495
C 0.52168 -0.54566 -6.22791
C 0.76141 0.83063 -6.02984
C 0.59689 1.38135 -4.76280
Se 0.02667 1.52581 -2.00891
H -0.10415 0.05183 -1.44667
H -0.49312 -1.38611 -3.07122
H -0.21524 -2.36257 -5.30414
H 0.69799 -1.02734 -7.20407
H 1.07504 1.45683 -6.87184
H 0.77703 2.43919 -4.59343
C 1.29010 -1.33072 5.60781
N 0.98247 -1.03381 4.19482
C -0.24907 -1.11886 3.64137
S -0.35978 -1.59557 1.95334
N -1.36788 -0.89977 4.34984
C -1.49606 -0.01971 5.51454
H 0.62028 -2.08768 6.06732
H 1.26919 -0.38232 6.17179
H 2.30457 -1.75872 5.68786
H 1.71815 -1.27913 3.52484
H -2.23209 -1.16655 3.87632
H -1.38379 1.04569 5.26065
H -2.50505 -0.17176 5.91814
H -0.74949 -0.29655 6.26292

Forces on atoms 1 to 3 (eV/Å):
V -0.6 -2.0 1.0
P 0.3 1.6 1.2
P -1.8 0.6 -0.8

Output
- Orbital gap (spin up / spin down): 0.1669 / 0.1831 Eh
- Multiplicity: 3
- Lowest unoccupied orbital energy (spin up / spin down): -10.904 / -10.463 eV
- Maximum force: 2.377 eV Å⁻¹
- Total energy: -154159.4717 eV
- Relative energy (zero: lowest compared OMol25 entry of this formula, charge and spin): 0.00 kcal/mol
- Net charge: +3
- E_HOMO (spin up / spin down): -0.568 / -0.568 Eh
- Expectation value of S²: 2.040

***

Here is a molecular structure, C20H46CeOP4Se at a distorted geometry from the Open Molecules 2025 dataset. Energies are from wB97M-V/def2-TZVPD.

Cartesian coordinates (Å):
Ce 0.11014 -0.34703 0.54106
P 0.51165 -2.66565 1.91225
P 2.03140 -0.91904 -1.75133
P -2.05744 1.05593 1.97262
H -0.47409 2.65327 -3.66408
C -0.77543 3.22215 -2.77379
C 0.14666 3.74084 -1.94003
H 1.22505 3.52835 -2.04609
C -0.66161 -3.96057 1.34130
C 2.23164 -3.27400 1.74286
C 0.09382 -2.23779 3.65482
C 2.30443 0.17967 -3.18835
C 3.76376 -1.37904 -1.36494
C 1.38449 -2.41611 -2.60697
C -2.71058 2.67671 1.42068
C -1.65867 1.38027 3.72707
C -3.57867 0.06302 2.04983
H -1.83838 3.26875 -2.53517
H -0.14429 4.35853 -1.07696
H -0.51947 -4.93031 1.84346
H -0.56282 -4.09727 0.25439
H -1.69936 -3.62364 1.47995
H 2.42113 -4.21738 2.28962
H 2.93562 -2.49883 2.09839
H 2.46215 -3.41058 0.66695
H 0.13347 -3.11300 4.33352
H -0.91926 -1.78279 3.68498
H 0.78324 -1.45565 4.02480
H 2.36424 -0.37810 -4.13910
H 3.23704 0.74819 -3.06825
H 1.48184 0.90969 -3.24190
H 4.20637 -2.03187 -2.13471
H 3.79850 -1.89777 -0.39656
H 4.37266 -0.46715 -1.28069
H 1.92127 -2.60330 -3.54962
H 0.31310 -2.27237 -2.81004
H 1.47218 -3.29576 -1.95541
H -3.77849 2.76231 1.68035
H -2.59184 2.75868 0.32828
H -2.15175 3.50128 1.88744
H -2.53285 1.79882 4.24880
H -0.82213 2.09507 3.78987
H -1.34946 0.44742 4.22338
H -4.41177 0.70775 2.34965
H -3.45469 -0.75175 2.77116
H -3.77475 -0.36684 1.05927
C -3.17865 -0.87018 -2.62427
C -3.07759 0.17486 -3.57118
C -3.99489 0.23097 -4.64528
C -5.00687 -0.71383 -4.81023
C -5.08064 -1.75785 -3.87275
C -4.18352 -1.84298 -2.78915
Se -1.90866 -0.91732 -1.01108
H -0.34744 -0.15007 -1.38831
H -2.29349 0.94535 -3.47917
H -3.89050 1.06687 -5.34263
H -5.70978 -0.64103 -5.64077
H -5.86292 -2.50980 -3.98140
H -4.26745 -2.66148 -2.07981
C 2.44836 3.34580 2.46301
P 2.88333 1.73035 1.82086
C 4.25885 2.07817 0.72296
C 3.30210 0.75490 3.27476
O 1.73623 1.06113 1.05997
H 2.58261 4.07558 1.64620
H 3.16211 3.53808 3.28364
H 1.41870 3.33647 2.84807
H 5.11676 2.35602 1.34999
H 4.52266 1.22327 0.08325
H 3.96330 2.93322 0.08594
H 2.40873 0.64937 3.91061
H 3.70475 -0.23623 3.01489
H 4.05586 1.33726 3.81908

Forces on atoms 1 to 3 (eV/Å):
Ce 1.9 1.8 2.3
P -0.1 -1.4 0.6
P 0.5 -0.5 -1.5

Output
- Orbital gap (spin up / spin down): 0.2397 / 0.2383 Eh
- Multiplicity: 2
- Lowest unoccupied orbital energy (spin up / spin down): -10.222 / -10.260 eV
- Maximum force: 3.645 eV Å⁻¹
- Total energy: -138939.4487 eV
- Net charge: +3
- E_HOMO (spin up / spin down): -0.615 / -0.615 Eh
- Expectation value of S²: 0.751

***

What is the formula in the second record? C20H45N2P3SSeV